Record 1
{
  "formula": "C9H10F5MgN6O3STe",
  "method": "ωB97M-V/def2-TZVPD",
  "energy_ha": -2269.17614,
  "e_lumo_ev": 2.01,
  "e_homo_ha": -0.2049,
  "charge": -1,
  "symbols": ["Mg", "N", "C", "C", "N", "C", "C", "N", "C", "C", "N", "H", "H", "H", "H", "H", "H", "N", "C", "C", "O", "O", "H", "H", "H", "H", "F", "Te", "F", "F", "F", "F", "O", "S", "C", "N"],
  "xyz": [[-0.073, -0.185, -0.540], [1.845, 0.077, 3.265], [3.017, -0.434, 2.751], [2.847, -0.454, 1.402], [1.601, 0.019, 1.076], [1.029, 0.323, 2.215], [-0.337, 0.823, 2.247], [-1.083, 0.782, 1.173], [-2.284, 1.349, 1.513], [-2.244, 1.750, 2.812], [-0.997, 1.386, 3.283], [1.571, 0.047, 4.230], [3.832, -0.743, 3.380], [3.543, -0.784, 0.650], [-3.068, 1.453, 0.784], [-2.969, 2.238, 3.438], [-0.644, 1.543, 4.208], [1.200, -1.345, -1.997], [0.205, -2.186, -2.671], [-1.120, -1.463, -2.887], [-1.941, -1.914, -3.646], [-1.314, -0.382, -2.135], [1.503, -0.619, -2.641], [2.005, -1.890, -1.719], [-0.021, -3.039, -2.028], [0.532, -2.560, -3.642], [0.123, 0.480, -3.878], [-0.770, 1.779, -2.719], [0.384, 2.792, -3.844], [-2.070, 1.732, -4.033], [-2.246, 1.665, -1.484], [-1.236, 3.586, -2.351], [0.448, 1.555, -1.371], [-0.332, -2.903, 3.143], [-0.451, -2.427, 1.561], [-0.487, -2.055, 0.455]],
  "forces_ev_per_a": [[0.3, -0.3, 0.2], [0.2, 0.1, -0.1], [-0.1, 0.0, 0.1], [0.0, 0.0, -0.1], [0.1, 0.0, 0.1], [-0.2, 0.0, 0.0], [0.2, -0.2, 0.1], [-0.1, 0.0, 0.1], [0.1, 0.1, -0.2], [0.0, -0.2, 0.1], [-0.1, 0.2, -0.1], [0.0, 0.0, 0.0], [0.0, 0.0, 0.0], [0.0, 0.0, 0.0], [0.0, 0.0, 0.0], [0.0, 0.0, 0.0], [0.0, 0.0, 0.0], [-0.2, 0.2, 0.0], [0.0, -0.2, 0.0], [-0.3, 0.6, 0.3], [0.1, -0.1, -0.1], [0.1, -0.7, -0.1], [0.0, 0.0, 0.0], [0.0, -0.1, 0.0], [0.0, 0.0, 0.0], [0.0, 0.0, 0.0], [-0.1, 0.1, 0.0], [0.8, 0.4, 0.4], [-0.1, 0.1, 0.0], [0.0, 0.0, 0.0], [-0.1, 0.0, -0.1], [0.0, 0.0, 0.0], [-0.5, 0.1, -0.6], [-0.1, 0.2, -0.4], [0.2, -0.2, 0.5], [-0.1, 0.0, 0.1]]
}

Record 2
{
  "formula": "C9H10FN3O2",
  "method": "ωB97M-V/def2-TZVPD",
  "e_above_lowest_kj_mol": 118.2,
  "energy_ha": -763.48019,
  "e_lumo_ev": 0.86,
  "e_homo_ha": -0.3221,
  "symbols": ["C", "C", "C", "C", "C", "C", "C", "C", "C", "N", "N", "N", "O", "O", "F", "H", "H", "H", "H", "H", "H", "H", "H", "H", "H"],
  "xyz": [[-0.882, -2.572, -1.651], [-0.164, -3.360, -0.743], [-0.854, -1.220, -1.494], [0.509, -2.753, 0.296], [-0.457, -0.745, -0.204], [-1.768, 0.770, 0.871], [0.829, 2.916, -0.129], [2.141, 0.961, 0.753], [1.496, 1.648, -0.390], [0.196, -1.504, 0.660], [-0.753, 0.600, 0.121], [-2.239, 1.918, 1.385], [2.024, 2.968, -0.695], [0.019, 3.633, 0.386], [1.240, 0.899, -1.507], [-1.318, -2.805, -2.664], [0.131, -4.462, -0.761], [-1.090, -0.490, -2.237], [1.155, -3.317, 0.997], [-2.437, -0.113, 1.222], [1.412, 0.392, 1.268], [2.959, 0.307, 0.519], [2.722, 1.758, 1.369], [-3.159, 1.787, 1.635], [-1.713, 2.784, 0.993]],
  "forces_ev_per_a": [[0.1, 0.1, -2.3], [1.6, -2.4, 0.3], [0.5, 0.6, 2.4], [-1.3, 0.0, 0.7], [-0.3, -0.1, -0.7], [-1.1, -2.2, 0.7], [-0.4, -0.8, 0.4], [2.2, 1.7, 0.7], [-0.6, -0.1, -0.1], [0.4, 1.0, 0.0], [-0.6, -0.7, 0.4], [4.0, 1.5, -2.0], [0.7, 1.3, -0.7], [0.5, -0.2, -0.8], [0.6, 0.9, 0.7], [0.6, -0.9, 1.4], [-1.2, 1.5, -0.8], [-0.6, 0.1, -0.4], [-0.4, 0.3, -0.6], [1.2, 1.0, -0.6], [-0.6, -0.3, 0.9], [0.2, -0.6, -0.8], [-1.6, -1.2, -0.6], [-2.2, 0.9, 0.7], [-1.7, -1.5, 1.2]]
}